No. 1
DFT (ωB97M-V/def2-TZVPD) results for C25H38P2W as an isolated structure.

Geometry as ORCA input:
```
! RIJCOSX wB97M-V def2-TZVPD def2/J DEFGRID3
* xyz 2 3
P 1.3326 1.6010 -2.5875
P 0.8357 -2.1296 -2.0787
C 2.0855 0.0878 -3.4857
C 1.2380 -1.2206 -3.6344
H 3.0799 -0.1282 -3.0327
H 2.3228 0.4888 -4.5144
H 0.3103 -0.9934 -4.1991
H 1.8040 -1.9072 -4.3063
C 2.4907 -2.8634 -1.8390
H 2.5077 -3.4322 -0.9099
H 3.3030 -2.1309 -1.7995
H 2.7729 -3.5580 -2.6347
C -0.1398 -3.4288 -2.8888
H 0.4640 -4.0418 -3.5786
H -0.9477 -2.9732 -3.4922
H -0.5562 -4.0779 -2.1031
C 2.6670 2.8014 -2.9618
H 2.4247 3.7914 -2.5369
H 2.8053 2.8827 -4.0526
H 3.6109 2.4169 -2.5342
C 0.0407 2.0298 -3.8159
H -0.6611 1.2130 -3.9679
H 0.4027 2.2704 -4.8106
H -0.5450 2.8917 -3.5091
W -0.4323 0.9437 0.7547
C -0.3128 -1.9318 -0.0622
C 0.8976 -1.4774 0.5717
C 1.8030 -0.4142 -0.0145
C 1.8680 1.1288 0.3566
C 1.2849 2.0629 -0.7094
C -0.1448 1.6933 -1.2304
C -0.9282 0.2302 -1.3461
C -1.3529 -0.7593 -0.2846
C -1.7655 2.4125 1.0522
H -0.8296 -2.8146 0.3545
H 1.3105 -1.9191 1.4820
H 1.7519 -0.4105 -1.1287
H 2.8443 -0.7357 0.2348
H 1.4454 1.3901 1.3698
H 2.9592 1.3248 0.4581
H 1.3650 3.1279 -0.4369
H -0.7910 2.5219 -1.5403
H -0.4129 -0.3660 -2.1572
H -1.8449 0.5698 -1.8773
H -1.6814 -0.2889 0.7204
H -2.3259 -1.1150 -0.6885
H -2.7420 2.0544 1.3553
H -1.7933 3.1467 0.2551
H -1.1708 2.7617 1.9323
C -4.2396 -0.2370 5.1849
C -4.3481 -0.1090 3.7840
C -3.2069 -0.0308 2.9896
C -1.9107 -0.0380 3.5584
C -0.6823 0.2213 2.8362
C 0.5453 0.0987 3.4964
C 0.6157 -0.2413 4.8577
C -0.5459 -0.3975 5.5807
C -1.8124 -0.2628 4.9830
C -2.9853 -0.3236 5.7736
H -5.1279 -0.2862 5.8142
H -5.3264 -0.0623 3.3099
H -3.3219 0.0581 1.9057
H 1.4811 0.2997 2.9694
H 1.5878 -0.3408 5.3207
H -0.5237 -0.6362 6.6336
H -2.8492 -0.4381 6.8538
*
```

Computed properties:
Highest occupied orbital energy (alpha / beta): -13.00 / -12.98 eV
F_max: 4.23 eV/Å
Molecular weight: 584.37 g/mol
Electronic energy: -46916.92153 eV
Gap between HOMO and LUMO (alpha / beta): 5.385 / 6.032 eV
Lowest unoccupied orbital energy (alpha / beta): -7.62 / -6.95 eV

Atom charges from the Löwdin analysis, given in e for atoms 1 to 8: P 0.8917; P 0.8866; C -0.2552; C -0.3693; H 0.0961; H 0.1241; H 0.0891; H 0.1103

---

No. 2
DFT (ωB97M-V/def2-TZVPD) results for C25H39AsCl2NO4PS5W as an isolated structure.

Geometry as ORCA input:
```
! RIJCOSX wB97M-V def2-TZVPD def2/J DEFGRID3
* xyz -2 1
W 2.0842 2.6173 -1.5044
S 2.6838 5.4262 1.0474
As 2.4469 3.3321 0.8858
S 0.1964 3.7941 -1.5066
S 4.1371 2.3471 -0.2931
S 2.2405 2.3802 2.7903
O 0.3327 0.9090 0.3617
P -0.4580 0.0808 1.3027
C 0.6664 -0.4670 2.6300
C 0.1212 -1.0037 3.9552
C -0.0007 -2.5227 4.0000
C 1.3421 -3.1719 3.6756
C 1.8416 -2.7316 2.3033
C 1.9263 -1.2170 2.1773
C -1.3943 -1.1214 0.2483
C -0.5925 -1.5220 -1.0093
C 0.0251 -2.9128 -0.9940
C -1.0040 -3.9625 -0.5920
C -1.5699 -3.6443 0.7856
C -2.2359 -2.2712 0.8300
C -1.6585 1.1520 2.2260
C -1.8177 2.4967 1.4926
C -2.8672 2.4485 0.3918
C -4.2141 1.9979 0.9484
C -4.1018 0.6226 1.6010
C -3.0235 0.6152 2.6858
H 1.0329 0.5675 2.8038
H -0.8287 -0.5357 4.2124
H 0.8272 -0.7018 4.7354
H -0.7528 -2.8547 3.2789
H -0.3508 -2.8398 4.9874
H 1.2672 -4.2624 3.7217
H 2.0659 -2.8682 4.4385
H 1.1646 -3.1298 1.5477
H 2.8221 -3.1692 2.0973
H 2.1860 -0.9112 1.1615
H 2.7472 -0.8517 2.8019
H -2.1027 -0.3765 -0.1342
H 0.1635 -0.7528 -1.1876
H -1.2809 -1.4793 -1.8611
H 0.8827 -2.9491 -0.3144
H 0.4165 -3.1216 -1.9931
H -0.5693 -4.9659 -0.5979
H -1.8169 -3.9605 -1.3266
H -0.7573 -3.6894 1.5082
H -2.2990 -4.4020 1.0936
H -2.5543 -2.0546 1.8512
H -3.1552 -2.3384 0.2368
H -1.0841 1.3656 3.1357
H -0.8559 2.8106 1.0793
H -2.1130 3.2475 2.2339
H -2.5308 1.7714 -0.3980
H -2.9458 3.4306 -0.0762
H -4.9784 1.9833 0.1675
H -4.5406 2.7222 1.7032
H -3.8652 -0.1089 0.8297
H -5.0593 0.3137 2.0345
H -2.9347 -0.3783 3.1316
H -3.3631 1.2762 3.4929
Cl -0.6793 0.9819 -3.4608
C 0.6723 -0.0285 -3.8533
C 0.5283 -0.9162 -4.9042
C 1.5868 -1.7308 -5.2935
C 2.7984 -1.6283 -4.6160
C 2.9141 -0.7346 -3.5678
Cl 4.4403 -0.6382 -2.7426
C 1.8565 0.0801 -3.1221
N 2.0241 0.8931 -2.0566
H -0.4225 -0.9519 -5.4164
H 1.4699 -2.4294 -6.1094
H 3.6559 -2.2281 -4.8851
C 1.7872 5.4890 -4.1287
S 2.9995 4.3161 -3.6320
O 4.1448 4.5172 -4.4748
O 3.2119 4.4564 -2.1751
O 2.3722 2.9628 -3.7244
H 2.2131 6.4741 -3.9705
H 0.8911 5.3392 -3.5202
H 1.5923 5.3176 -5.1813
*
```

Computed properties:
Highest occupied orbital energy: -1.12 eV
F_max: 1.32 eV/Å
Molecular weight: 938.57 g/mol
Electronic energy: -187418.41900 eV
Gap between HOMO and LUMO: 5.251 eV
Lowest unoccupied orbital energy: 4.13 eV

Atom charges from the Löwdin analysis, given in e for atoms 1 to 8: W 0.8273; S -0.2315; As -0.2914; S -0.0088; S -0.0243; S -0.0696; O -0.4170; P 0.7911

---

No. 3
DFT (ωB97M-V/def2-TZVPD) results for an isolated ion of composition C25H39Br2ClF4N3O3 and charge +1.

Geometry as ORCA input:
```
! RIJCOSX wB97M-V def2-TZVPD def2/J DEFGRID3
* xyz 1 1
N -1.4395 2.5718 4.0190
C -2.5615 3.2992 3.4063
C -2.2228 3.9277 2.0413
C -1.0613 3.2713 1.3045
C -0.5863 4.0971 0.1095
C 0.6210 3.3953 -0.5478
Cl 2.0242 3.5446 0.5538
C 0.3224 1.9414 -0.9652
C 1.6551 1.2892 -1.4254
C 2.5241 2.0595 -2.4180
C 3.8009 1.2500 -2.6769
F 3.5272 -0.0051 -3.0780
Br 4.6920 2.1391 -4.1936
C 4.8101 1.2394 -1.4776
F 4.7150 2.3558 -0.7660
F 6.0722 1.1659 -1.9175
Br 4.5826 -0.3520 -0.3727
C -0.7203 2.0306 -2.0809
O -0.2428 2.7783 -3.1874
O -0.2341 1.8965 -4.3044
N -0.1162 1.1984 0.2588
C -0.1183 -0.3092 0.2195
C -0.7062 -1.0402 -0.9738
C -0.9666 -2.5182 -0.5622
N 0.0562 -3.3686 -1.1721
C -0.1213 -4.8015 -0.8401
C 1.0297 -5.2776 0.0353
C 2.2166 -5.5524 -0.5820
C 3.2749 -5.9972 0.1657
C 3.1140 -6.1568 1.5063
C 1.9511 -5.8616 2.1381
C 0.8880 -5.4148 1.4006
O -0.2927 -5.0957 2.0352
C -1.3030 1.7915 0.9881
C -2.6623 1.4047 0.3884
C -3.4563 0.4469 1.3103
C -4.3837 -0.4560 0.5237
F -5.1971 -1.1233 1.4203
H -0.5947 3.1274 4.0276
H -1.6902 2.3396 4.9705
H -2.8420 4.1233 4.0687
H -3.4350 2.6546 3.3745
H -3.1368 3.9804 1.4512
H -1.9230 4.9592 2.2202
H -0.2329 3.2730 2.0137
H -1.3846 4.2618 -0.6115
H -0.2133 5.0610 0.4436
H 0.8642 3.9840 -1.4229
H 1.4747 0.3108 -1.8653
H 2.2382 1.0875 -0.5290
H 2.0778 2.1704 -3.3949
H 2.8605 3.0353 -2.0839
H -1.6186 2.5466 -1.7497
H -1.0473 1.0708 -2.4716
H 0.5986 2.0730 -4.7683
H 0.6397 1.3977 0.9274
H -0.6491 -0.6280 1.1116
H 0.9022 -0.6519 0.3764
H -0.0459 -1.1230 -1.8317
H -1.6512 -0.6588 -1.3515
H -0.9792 -2.6263 0.5309
H -1.9358 -2.8235 -0.9502
H 0.9634 -3.0771 -0.8260
H -0.0441 -5.3656 -1.7681
H -1.0991 -4.9956 -0.4088
H 2.2830 -5.4053 -1.6500
H 4.2207 -6.2193 -0.3040
H 3.9524 -6.5374 2.0739
H 1.8435 -5.9759 3.2070
H -1.0265 -5.4713 1.5406
H -1.2618 1.3161 1.9664
H -2.6028 0.9621 -0.6042
H -3.2981 2.2764 0.2709
H -4.0903 1.0708 1.9361
H -2.8157 -0.1441 1.9615
H -3.7834 -1.2234 0.0285
H -5.0025 0.0804 -0.1925
*
```

Computed properties:
Highest occupied orbital energy: -10.90 eV
F_max: 2.01 eV/Å
Molecular weight: 700.86 g/mol
Electronic energy: -200638.50401 eV
Gap between HOMO and LUMO: 8.626 eV
Lowest unoccupied orbital energy: -2.28 eV
SMILES: NCC[C@@H]1C[C@@H](Cl)[C@](CC[C@@](F)(Br)C(F)(F)Br)(COO)[N@H+](CCCNCc2ccccc2O)[C@@H]1CCCF

Atom charges from the Löwdin analysis, given in e for atoms 1 to 8: N 0.0042; C -0.2425; C -0.1342; C -0.2965; C -0.1399; C -0.5519; Cl 0.7829; C -0.3428

---

Question: electronic energy of number 3 (C25H39Br2ClF4N3O3)?
Answer: -200638.50401 eV

---

Question: Which value of electronic energy does entry 3 give?
Answer: -200638.50401 eV

---

Please write out number 1 again, unchanged.
DFT (ωB97M-V/def2-TZVPD) results for C25H38P2W as an isolated structure.

Geometry as ORCA input:
```
! RIJCOSX wB97M-V def2-TZVPD def2/J DEFGRID3
* xyz 2 3
P 1.3326 1.6010 -2.5875
P 0.8357 -2.1296 -2.0787
C 2.0855 0.0878 -3.4857
C 1.2380 -1.2206 -3.6344
H 3.0799 -0.1282 -3.0327
H 2.3228 0.4888 -4.5144
H 0.3103 -0.9934 -4.1991
H 1.8040 -1.9072 -4.3063
C 2.4907 -2.8634 -1.8390
H 2.5077 -3.4322 -0.9099
H 3.3030 -2.1309 -1.7995
H 2.7729 -3.5580 -2.6347
C -0.1398 -3.4288 -2.8888
H 0.4640 -4.0418 -3.5786
H -0.9477 -2.9732 -3.4922
H -0.5562 -4.0779 -2.1031
C 2.6670 2.8014 -2.9618
H 2.4247 3.7914 -2.5369
H 2.8053 2.8827 -4.0526
H 3.6109 2.4169 -2.5342
C 0.0407 2.0298 -3.8159
H -0.6611 1.2130 -3.9679
H 0.4027 2.2704 -4.8106
H -0.5450 2.8917 -3.5091
W -0.4323 0.9437 0.7547
C -0.3128 -1.9318 -0.0622
C 0.8976 -1.4774 0.5717
C 1.8030 -0.4142 -0.0145
C 1.8680 1.1288 0.3566
C 1.2849 2.0629 -0.7094
C -0.1448 1.6933 -1.2304
C -0.9282 0.2302 -1.3461
C -1.3529 -0.7593 -0.2846
C -1.7655 2.4125 1.0522
H -0.8296 -2.8146 0.3545
H 1.3105 -1.9191 1.4820
H 1.7519 -0.4105 -1.1287
H 2.8443 -0.7357 0.2348
H 1.4454 1.3901 1.3698
H 2.9592 1.3248 0.4581
H 1.3650 3.1279 -0.4369
H -0.7910 2.5219 -1.5403
H -0.4129 -0.3660 -2.1572
H -1.8449 0.5698 -1.8773
H -1.6814 -0.2889 0.7204
H -2.3259 -1.1150 -0.6885
H -2.7420 2.0544 1.3553
H -1.7933 3.1467 0.2551
H -1.1708 2.7617 1.9323
C -4.2396 -0.2370 5.1849
C -4.3481 -0.1090 3.7840
C -3.2069 -0.0308 2.9896
C -1.9107 -0.0380 3.5584
C -0.6823 0.2213 2.8362
C 0.5453 0.0987 3.4964
C 0.6157 -0.2413 4.8577
C -0.5459 -0.3975 5.5807
C -1.8124 -0.2628 4.9830
C -2.9853 -0.3236 5.7736
H -5.1279 -0.2862 5.8142
H -5.3264 -0.0623 3.3099
H -3.3219 0.0581 1.9057
H 1.4811 0.2997 2.9694
H 1.5878 -0.3408 5.3207
H -0.5237 -0.6362 6.6336
H -2.8492 -0.4381 6.8538
*
```

Computed properties:
Highest occupied orbital energy (alpha / beta): -13.00 / -12.98 eV
F_max: 4.23 eV/Å
Molecular weight: 584.37 g/mol
Electronic energy: -46916.92153 eV
Gap between HOMO and LUMO (alpha / beta): 5.385 / 6.032 eV
Lowest unoccupied orbital energy (alpha / beta): -7.62 / -6.95 eV

Atom charges from the Löwdin analysis, given in e for atoms 1 to 8: P 0.8917; P 0.8866; C -0.2552; C -0.3693; H 0.0961; H 0.1241; H 0.0891; H 0.1103

---

Question: What is the electronic energy in the first record?
Answer: -46916.92153 eV